--- A ---
Molecular formula: H12O6
Method: DFT, the ωB97M-V functional and the def2-TZVPD basis

frontier orbital gap (alpha / beta): 2.27 / 10.05 eV
HOMO (alpha / beta): 0.495 / -7.411 eV
spin multiplicity: 2
⟨S²⟩: 0.75
total charge: -1

Last column: Löwdin spin population.
Positions of all 18 atoms, in Å:
O: -8.79227 -2.53844 -13.77311  0.029
H: -8.09391 -6.11004 -12.37276  0.007
O: -8.60587 -6.45150 -11.63959  0.031
H: -7.97600 -1.69527 -7.32289  0.123
H: -9.01322 -5.67769 -11.25034  0.005
H: -10.93976 -3.08035 -11.64478  0.005
H: -7.95332 -2.85819 -14.10500  0.009
H: -8.45292 -3.20840 -10.03706  0.028
H: -5.58455 -0.87910 -9.47858  0.028
H: -11.60891 -1.86670 -12.25402  0.004
H: -9.44006 -3.14186 -14.13709  0.008
O: -7.69384 -2.27880 -8.02724  0.331
H: -8.39579 -3.06102 -11.54269  0.014
H: -7.52160 -3.11398 -7.59246  0.122
H: -6.94122 -1.54139 -9.36584  0.022
O: -6.32098 -1.19043 -10.00487  0.108
O: -11.79926 -2.71746 -11.85880  0.026
O: -8.79779 -3.58241 -10.84787  0.102

--- B ---
Molecular formula: H12O6
Method: DFT, the ωB97M-V functional and the def2-TZVPD basis

frontier orbital gap (alpha / beta): 2.63 / 10.43 eV
HOMO (alpha / beta): 0.506 / -7.021 eV
spin multiplicity: 2
⟨S²⟩: 0.75
total charge: -1

Last column: Löwdin spin population.
Positions of all 18 atoms, in Å:
O: 1.27727 -1.49088 1.68726  0.045
H: 2.91712 -1.80079 -1.88831  0.020
H: -0.58482 -0.51507 -1.56942  0.021
H: -1.63327 3.49080 -0.69391  0.075
H: 0.75007 -0.97671 -2.11426  0.009
H: -1.92755 2.02264 -0.47073  0.066
O: 0.07366 0.58450 0.29619  0.147
O: -0.19264 -1.03887 -2.26803  0.069
O: -1.37603 2.74006 -0.15870  0.207
H: 0.92293 0.72444 -0.12256  0.061
H: -0.36260 1.43491 0.24419  0.026
H: -1.82385 -0.31395 1.82930  0.020
H: 2.86580 -0.34254 -1.48486  0.050
O: -2.53823 -0.92859 1.99695  0.064
H: 0.85836 -0.92539 1.03843  0.012
H: 1.39695 -0.92952 2.45327  0.012
O: 2.31722 -1.12098 -1.58141  0.090
H: -2.94040 -0.61405 2.80661  0.007

Which structure is most stable? A, by 9.3 kcal/mol over the runner-up.